No. 1
C18H56N5O6 | the ωB97M-V functional and the def2-TZVPD basis

```
85
C18H56N5O6 the ωB97M-V functional and the def2-TZVPD basis
N -0.596 -0.060 -0.471
H -0.104 0.473 -1.152
H -1.511 0.383 -0.551
H 0.046 0.071 0.338
H -0.573 -1.023 -0.761
C 2.373 -2.225 -4.027
C 1.813 -2.217 -2.609
C 0.462 -2.891 -2.450
O -0.535 -1.984 -2.966
C -1.829 -2.611 -2.934
N 2.773 -2.872 -1.743
H 3.371 -1.656 -4.196
H 1.702 -1.737 -4.636
H 2.437 -3.203 -4.422
H 1.832 -1.221 -2.265
H 0.045 -3.096 -1.462
H 0.690 -3.905 -3.084
H -1.906 -3.364 -3.560
H -2.422 -1.829 -3.324
H -2.048 -2.800 -1.903
H 3.711 -2.363 -1.669
H 3.004 -3.730 -2.288
C 3.892 -1.874 1.791
C 2.465 -2.319 2.087
C 1.984 -1.766 3.485
O 2.877 -2.014 4.493
C 2.683 -1.003 5.482
N 1.559 -2.024 0.974
H 3.779 -0.994 1.404
H 4.311 -2.312 0.828
H 4.406 -1.908 2.689
H 2.483 -3.491 2.206
H 1.064 -2.249 3.505
H 1.774 -0.685 3.231
H 1.860 -1.035 5.927
H 2.986 0.067 5.136
H 3.226 -1.339 6.197
H 0.732 -2.504 1.097
H 2.141 -2.468 0.226
C -0.700 0.525 3.227
C -0.493 1.871 2.765
C 1.032 2.152 2.431
O 1.595 2.283 3.707
C 3.034 2.542 3.402
N -1.309 2.039 1.540
H -0.189 -0.273 2.565
H -1.604 0.209 3.489
H -0.133 0.182 4.214
H -0.887 2.708 3.379
H 1.256 3.175 2.049
H 1.471 1.545 1.663
H 3.408 2.991 4.203
H 3.164 3.220 2.533
H 3.596 1.547 3.262
H -1.085 3.059 1.269
H -2.208 1.952 1.817
C -4.001 1.483 -1.849
C -3.232 2.764 -1.873
C -2.286 2.663 -3.154
O -1.389 1.601 -3.082
C -1.156 0.879 -4.301
N -4.222 3.864 -2.044
H -3.447 0.524 -1.955
H -4.600 1.353 -2.721
H -4.734 1.495 -1.002
H -2.620 2.760 -1.021
H -1.720 3.455 -3.197
H -3.098 2.714 -3.926
H -1.702 0.046 -4.372
H -0.050 0.625 -4.336
H -1.324 1.690 -5.279
H -4.647 3.816 -2.924
H -3.779 4.839 -2.146
C 0.648 2.159 -0.209
O 1.326 0.887 -0.039
H 0.132 2.086 0.659
H -0.008 2.147 -1.148
H 1.314 3.099 -0.411
H 1.774 0.927 -0.838
C -3.850 -0.762 1.088
O -3.715 -1.451 -0.184
H -4.866 -0.322 1.173
H -3.101 -0.095 1.453
H -4.018 -1.587 1.970
H -4.537 -1.612 -0.470
```

LUMO energy	-2.1226	eV
HOMO level	-11.5	eV
charge	+1
maximum force	8.93	eV Å⁻¹
energy above the lowest of the compared OMol25 structures with the same formula, charge and spin	34.8	kcal per mole
calculated total energy	-39290.6381	eV

No. 2
C18H57BO9Sr | the ωB97M-V functional and the def2-TZVPD basis

```
86
C18H57BO9Sr the ωB97M-V functional and the def2-TZVPD basis
Sr -2.674 2.217 -2.413
B -2.672 0.384 -4.385
H -2.029 0.090 -3.493
H -2.662 -0.410 -5.215
H -3.744 0.526 -4.021
H -2.214 1.346 -4.789
C 0.096 -1.045 -0.254
C -0.687 0.194 0.178
O -1.664 0.586 -0.714
H 0.512 -1.490 0.663
H 0.918 -0.838 -0.936
H -0.522 -1.886 -0.583
H 0.117 0.939 0.322
H -1.103 -0.089 1.160
C -5.276 -1.960 1.607
C -4.012 -1.262 1.171
O -3.898 -1.165 -0.240
H -5.218 -2.996 1.266
H -6.182 -1.535 1.169
H -5.428 -1.822 2.677
H -3.096 -1.628 1.652
H -4.077 -0.194 1.464
H -3.097 -0.653 -0.448
C 1.368 3.550 1.236
C 1.755 5.006 1.540
O 2.684 5.103 2.612
H 1.373 2.931 2.130
H 2.000 3.135 0.452
H 0.346 3.582 0.856
H 0.843 5.545 1.800
H 2.233 5.486 0.679
H 3.531 4.793 2.278
C 2.607 -4.409 -1.672
C 1.999 -4.419 -0.292
O 1.786 -5.770 0.125
H 2.372 -3.482 -2.198
H 2.245 -5.218 -2.308
H 3.690 -4.559 -1.676
H 1.033 -3.906 -0.219
H 2.502 -3.810 0.470
H 2.328 -6.380 -0.374
C 3.357 0.564 3.128
C 3.414 0.114 1.678
O 3.853 1.175 0.828
H 2.897 -0.140 3.819
H 2.708 1.444 3.220
H 4.332 0.980 3.383
H 2.425 -0.238 1.359
H 4.028 -0.781 1.548
H 3.030 1.493 0.445
C -0.457 0.781 4.153
C -0.370 -0.701 3.943
O -0.405 -1.367 5.220
H -0.159 1.264 3.212
H 0.212 1.227 4.884
H -1.501 1.083 4.253
H 0.574 -0.933 3.426
H -1.119 -1.148 3.283
H -0.617 -2.280 4.996
C -0.278 -3.404 -3.627
C -1.765 -3.190 -3.370
O -2.460 -2.738 -4.480
H -0.060 -4.406 -4.019
H 0.401 -3.282 -2.783
H 0.176 -2.793 -4.415
H -1.817 -2.522 -2.497
H -2.180 -4.124 -2.975
H -2.624 -1.779 -4.430
C 3.906 -0.015 -2.510
C 3.122 1.171 -3.025
O 1.749 1.015 -2.669
H 3.922 -0.061 -1.421
H 4.945 0.093 -2.845
H 3.554 -0.981 -2.878
H 3.220 1.304 -4.109
H 3.454 2.107 -2.569
H 1.495 0.099 -2.548
C -2.453 3.322 1.719
C -2.644 4.583 0.871
O -2.570 4.256 -0.532
H -3.316 2.695 1.468
H -2.445 3.450 2.799
H -1.584 2.714 1.468
H -1.803 5.247 1.093
H -3.570 5.080 1.156
H -2.661 5.132 -0.930
```

LUMO energy	-1.5141	eV
HOMO level	-8.4	eV
charge	0
maximum force	2.72	eV Å⁻¹
calculated total energy	-39525.8069	eV

No. 3
C18H57N3O9 | the ωB97M-V functional and the def2-TZVPD basis

```
87
C18H57N3O9 the ωB97M-V functional and the def2-TZVPD basis
C 0.669 -5.590 -2.331
O -0.463 -6.115 -2.892
C -0.306 -7.398 -3.497
C -1.582 -7.862 -4.222
C -1.367 -9.319 -4.828
N -2.133 -6.906 -5.208
H 0.560 -4.545 -2.043
H 1.600 -5.600 -2.897
H 0.872 -6.234 -1.475
H 0.567 -7.471 -4.146
H -0.121 -8.008 -2.613
H -2.465 -7.691 -3.607
H -1.159 -9.466 -5.888
H -2.298 -9.845 -4.619
H -0.595 -9.830 -4.252
H -2.365 -6.040 -4.743
H -1.312 -6.688 -5.753
C 6.550 0.098 0.521
O 7.800 -0.036 1.364
C 7.677 -0.025 2.748
C 6.942 -1.345 3.321
C 6.422 -1.163 4.709
N 7.813 -2.503 3.366
H 6.517 -0.666 -0.255
H 6.675 0.991 -0.092
H 5.626 0.071 1.099
H 8.630 -0.038 3.276
H 7.326 0.973 3.011
H 6.060 -1.549 2.715
H 5.761 -0.298 4.746
H 7.151 -1.015 5.506
H 5.745 -1.945 5.052
H 8.182 -2.483 2.426
H 8.670 -2.253 3.837
C -7.542 4.166 4.147
O -7.738 3.604 2.871
C -6.647 3.675 1.997
C -6.531 5.041 1.237
C -7.613 5.197 0.322
N -5.321 5.188 0.544
H -6.826 4.983 4.055
H -6.946 3.465 4.732
H -8.366 4.289 4.850
H -5.710 3.446 2.505
H -6.707 2.750 1.422
H -6.682 5.833 1.970
H -7.609 6.031 -0.380
H -8.606 5.147 0.768
H -7.617 4.199 -0.117
H -5.317 6.035 -0.006
H -5.141 4.447 -0.118
C -0.413 -3.410 4.973
C -0.213 -2.045 4.384
O -1.310 -1.736 3.606
H -1.025 -3.478 5.872
H 0.548 -3.795 5.314
H -0.755 -4.047 4.158
H 0.675 -1.832 3.790
H -0.351 -1.276 5.144
H -0.880 -1.319 2.856
C 0.039 5.784 3.330
C -1.046 5.776 4.384
O -2.159 6.469 3.895
H 0.540 4.817 3.360
H 0.763 6.596 3.391
H -0.472 5.684 2.372
H -0.698 6.035 5.384
H -1.264 4.721 4.551
H -2.224 6.236 2.966
C 3.650 0.636 -6.899
C 2.386 0.146 -6.280
O 1.389 1.113 -6.494
H 3.731 1.720 -6.812
H 3.596 0.439 -7.969
H 4.493 0.167 -6.391
H 2.536 0.118 -5.201
H 2.073 -0.826 -6.661
H 1.200 1.044 -7.433
O 1.957 4.603 -3.756
H 1.690 5.497 -3.969
H 1.385 4.049 -4.288
O -3.265 2.556 -3.962
H -3.029 1.797 -4.496
H -3.297 3.285 -4.581
O -0.260 1.364 -0.248
H 0.376 1.877 -0.747
H -1.097 1.534 -0.679
```

LUMO energy	0.0503	eV
HOMO level	-9.2	eV
structure (SMILES)	COC[C@H](C)N.COC[C@H](C)N.COC[C@H](C)N.CCO.CCO.CCO.O.O.O
charge	0
maximum force	4.41	eV Å⁻¹
energy above the lowest of the compared OMol25 structures with the same formula, charge and spin	96.8	kcal per mole
calculated total energy	-42481.3765	eV